1.
{"formula": "C34H53BrClN13OP", "method": "ωB97M-V with the def2-TZVPD basis set", "total_charge": 1, "symbols": ["C", "C", "Br", "C", "C", "N", "N", "C", "P", "C", "C", "C", "C", "C", "C", "Cl", "C", "O", "H", "H", "H", "H", "H", "H", "H", "H", "H", "H", "H", "H", "H", "H", "H", "H", "H", "H", "H", "H", "C", "C", "N", "H", "H", "H", "C", "C", "N", "H", "H", "H", "C", "C", "N", "H", "H", "H", "C", "C", "N", "H", "H", "H", "C", "C", "N", "H", "H", "H", "C", "C", "N", "H", "H", "H", "C", "C", "N", "H", "H", "H", "C", "C", "N", "H", "H", "H", "C", "C", "N", "H", "H", "H", "C", "C", "N", "H", "H", "H", "C", "C", "N", "H", "H", "H"], "coordinates": [[3.69, -1.66, 1.94], [4.13, -1.38, 0.44], [5.64, -0.05, 0.54], [2.96, -0.85, -0.52], [1.49, -1.28, -0.01], [0.68, -0.22, 0.30], [-0.50, -0.68, 0.71], [-0.96, -1.98, 0.87], [-2.72, -2.26, 1.54], [-3.01, -1.15, 3.06], [-3.83, -1.65, 0.11], [-0.13, -3.20, 0.55], [-0.56, -4.70, 0.72], [-0.84, -5.11, 2.23], [0.46, -5.01, 3.17], [1.58, -6.43, 2.89], [1.24, -2.76, 0.03], [2.23, -3.66, -0.39], [3.31, -0.75, 2.50], [2.95, -2.51, 2.08], [4.64, -1.98, 2.49], [4.60, -2.30, -0.06], [3.06, 0.28, -0.58], [3.03, -1.28, -1.58], [-1.18, 0.07, 0.93], [-3.41, -0.12, 2.77], [-1.99, -0.98, 3.54], [-3.66, -1.66, 3.85], [-3.93, -2.41, -0.73], [-4.83, -1.41, 0.59], [-3.32, -0.72, -0.32], [-1.52, -4.87, 0.12], [0.22, -5.41, 0.31], [-1.17, -6.20, 2.29], [-1.65, -4.51, 2.75], [0.97, -4.00, 3.08], [0.08, -5.08, 4.25], [2.10, -4.46, 0.16], [-6.34, 2.10, -0.15], [-5.00, 1.62, 0.32], [-3.96, 1.24, 0.69], [-6.78, 2.74, 0.61], [-6.23, 2.66, -1.07], [-6.99, 1.24, -0.32], [3.54, -9.24, 1.82], [4.15, -10.42, 2.49], [4.63, -11.34, 3.02], [2.62, -9.53, 1.31], [3.30, -8.47, 2.55], [4.23, -8.83, 1.08], [-3.80, 1.19, -3.34], [-5.05, 1.98, -3.58], [-6.03, 2.59, -3.76], [-3.06, 1.44, -4.11], [-3.39, 1.44, -2.36], [-4.02, 0.13, -3.39], [-4.40, 2.63, 4.21], [-5.67, 2.04, 3.67], [-6.67, 1.58, 3.25], [-4.60, 3.62, 4.62], [-4.01, 1.99, 5.01], [-3.66, 2.70, 3.42], [1.94, 1.73, -3.31], [0.53, 2.13, -3.60], [-0.58, 2.44, -3.83], [2.47, 1.55, -4.25], [2.44, 2.53, -2.76], [1.95, 0.82, -2.71], [-2.73, 5.01, -5.01], [-2.72, 6.51, -5.05], [-2.72, 7.68, -5.07], [-3.19, 4.67, -4.09], [-3.29, 4.63, -5.87], [-1.70, 4.64, -5.06], [-0.13, 3.90, -0.71], [-1.23, 3.90, 0.30], [-2.10, 3.89, 1.08], [0.59, 3.12, -0.49], [-0.55, 3.74, -1.70], [0.38, 4.87, -0.69], [7.73, -3.53, 4.34], [6.46, -4.09, 3.79], [5.46, -4.52, 3.35], [7.55, -2.53, 4.73], [8.09, -4.17, 5.15], [8.48, -3.48, 3.56], [-1.12, 10.69, -5.17], [-0.59, 11.84, -4.37], [-0.18, 12.74, -3.74], [-1.36, 9.86, -4.51], [-2.02, 11.00, -5.71], [-0.37, 10.37, -5.89], [-4.84, 6.99, -8.84], [-4.25, 5.77, -8.22], [-3.79, 4.81, -7.73], [-5.77, 6.73, -9.35], [-5.06, 7.73, -8.07], [-4.15, 7.41, -9.56], [9.39, -6.07, 7.99], [10.05, -4.94, 7.26], [10.57, -4.06, 6.70], [10.15, -6.71, 8.44], [8.74, -5.68, 8.77], [8.80, -6.66, 7.29]]}

2.
{"formula": "C20H45AuN2P3S2", "method": "ωB97M-V with the def2-TZVPD basis set", "multiplicity": 3, "total_charge": 3, "s_squared": 2.01, "symbols": ["Au", "P", "P", "P", "H", "C", "C", "H", "C", "C", "C", "C", "C", "C", "C", "C", "C", "H", "H", "H", "H", "H", "H", "H", "H", "H", "H", "H", "H", "H", "H", "H", "H", "H", "H", "H", "H", "H", "H", "H", "H", "H", "H", "H", "H", "H", "C", "C", "C", "C", "C", "C", "S", "H", "H", "H", "H", "H", "H", "C", "N", "C", "S", "N", "C", "H", "H", "H", "H", "H", "H", "H", "H"], "coordinates": [[0.52, -0.51, -0.19], [-1.44, -1.39, 1.83], [1.20, 0.91, 1.60], [-0.86, -1.76, -1.56], [4.07, -1.38, -3.32], [3.04, -0.99, -3.24], [2.98, 0.20, -4.15], [3.74, 0.09, -4.97], [-0.85, -2.96, 2.60], [-1.84, -0.41, 3.33], [-3.14, -1.84, 1.29], [2.35, 2.05, 0.79], [0.19, 2.02, 2.65], [2.20, -0.02, 2.81], [-0.08, -1.52, -3.17], [-2.55, -1.33, -2.01], [-0.75, -3.55, -1.28], [2.36, -1.78, -3.54], [1.99, 0.37, -4.62], [-1.56, -3.31, 3.38], [0.14, -2.77, 3.04], [-0.74, -3.72, 1.82], [-2.61, -0.91, 3.94], [-2.22, 0.57, 3.02], [-0.94, -0.26, 3.94], [-3.75, -2.11, 2.17], [-3.11, -2.69, 0.59], [-3.60, -0.99, 0.78], [2.48, 2.95, 1.41], [1.91, 2.33, -0.18], [3.31, 1.56, 0.62], [0.00, 1.59, 3.64], [-0.76, 2.25, 2.14], [0.74, 2.96, 2.79], [2.68, 0.68, 3.51], [2.95, -0.61, 2.28], [1.55, -0.70, 3.38], [-0.34, -2.26, -3.93], [0.95, -1.68, -2.83], [-0.18, -0.50, -3.55], [-3.16, -2.24, -2.06], [-2.50, -0.87, -3.01], [-2.98, -0.60, -1.32], [-0.87, -4.08, -2.23], [-1.54, -3.87, -0.59], [0.22, -3.81, -0.84], [4.20, 1.05, -1.81], [3.70, -0.17, -1.36], [4.29, -0.89, -0.35], [5.50, -0.44, 0.21], [6.06, 0.75, -0.26], [5.37, 1.53, -1.20], [3.66, 1.79, -3.38], [2.55, 2.57, -3.57], [2.79, -0.68, -2.03], [3.83, -1.84, -0.05], [6.04, -1.04, 0.93], [7.07, 1.04, 0.04], [5.76, 2.50, -1.52], [-5.79, 1.28, -0.53], [-4.33, 1.22, -0.64], [-3.49, 1.97, 0.15], [-1.84, 2.09, -0.20], [-4.07, 2.55, 1.21], [-3.39, 3.43, 2.15], [-6.12, 0.74, 0.37], [-6.18, 0.77, -1.41], [-6.17, 2.31, -0.51], [-3.93, 1.01, -1.54], [-5.03, 2.30, 1.41], [-2.99, 2.89, 3.02], [-2.57, 3.93, 1.62], [-4.11, 4.19, 2.51]]}

Let's list total energy in order: -5489.5117, -2853.6000 a.u..